[1]
{
  "formula": "C8H18FP",
  "method": "the ωB97M-V functional and the def2-TZVPD basis",
  "elements": ["C", "C", "C", "C", "C", "C", "C", "C", "F", "P", "H", "H", "H", "H", "H", "H", "H", "H", "H", "H", "H", "H", "H", "H", "H", "H", "H", "H"],
  "xyz": [[2.06292, 0.62930, 1.23961], [2.93052, -0.92192, -0.62851], [2.67877, 1.58471, -1.03115], [-1.42477, -1.55857, 0.59332], [-2.80321, 0.50856, 0.99394], [-3.08317, -0.79167, -1.01070], [2.39714, 0.36733, -0.16510], [-1.95893, -0.25830, -0.03195], [-0.51471, 1.88975, -0.23575], [-0.60374, 0.56131, -1.16237], [1.16689, 1.32570, 1.17975], [1.80088, -0.25481, 1.67954], [2.90490, 1.02574, 1.71498], [2.16903, -1.68406, -0.75874], [3.56137, -1.26444, 0.24589], [3.50727, -0.88935, -1.52239], [3.55495, 2.08106, -0.70949], [2.63149, 1.35353, -2.06526], [1.88448, 2.33479, -0.78624], [-2.23967, -2.15102, 1.00162], [-0.77463, -2.13269, -0.07881], [-0.80322, -1.22918, 1.48757], [-3.35783, 1.27132, 0.44127], [-2.28551, 1.09335, 1.78673], [-3.49062, -0.07953, 1.47713], [-2.59491, -1.45729, -1.67691], [-3.72087, -1.43541, -0.47309], [-3.59481, 0.08182, -1.50491]],
  "homo_lumo_gap_ha": [0.2697, 0.3350],
  "total_energy_ev": -20591.0423,
  "spin_multiplicity": 3
}

***

[2]
{
  "formula": "C8H18I2NOP2PmS",
  "method": "the ωB97M-V functional and the def2-TZVPD basis",
  "elements": ["I", "I", "Pm", "P", "C", "C", "H", "H", "H", "H", "H", "H", "C", "H", "H", "H", "P", "C", "C", "H", "H", "H", "C", "H", "H", "H", "H", "H", "H", "C", "O", "S", "C", "N"],
  "xyz": [[0.29731, -0.69658, -5.14860], [-0.32234, 1.92017, -4.43158], [0.00865, -0.46315, -0.30732], [-2.59586, -0.16471, -0.03758], [-3.38889, 1.39068, 0.36279], [-3.03118, -0.72320, -1.71326], [-4.11591, -0.88218, -1.62871], [-4.12059, -1.57007, 1.00963], [-2.49358, -1.66060, -1.96434], [-2.49433, -2.40610, 0.91539], [-3.06125, 2.14547, -0.37805], [-2.74740, 0.05053, -2.45203], [-3.03556, -1.46748, 1.14779], [-4.45608, 1.12435, 0.29691], [-2.75354, -1.14038, 2.16551], [-3.05727, 1.68485, 1.37753], [2.60048, -0.07402, -0.02822], [3.33750, 1.50731, 0.37655], [3.08129, -1.36322, 1.15534], [2.55608, -1.56770, -1.96101], [4.15101, -0.73378, -1.61768], [2.75201, 0.14531, -2.44346], [3.06126, -0.61492, -1.70162], [2.57193, -2.31880, 0.92036], [4.16923, -1.42908, 1.01813], [4.41346, 1.27788, 0.31580], [2.99042, 1.78951, 1.38944], [2.78701, -1.04669, 2.17279], [2.98818, 2.25108, -0.36552], [-0.03698, 2.03900, 0.38931], [-0.05696, 3.11552, 0.82043], [-0.00015, 0.01118, 4.89350], [0.00033, -0.01844, 3.33389], [0.00174, -0.11176, 2.11789]],
  "homo_lumo_gap_ha": [0.2299, 0.2350],
  "total_energy_ev": -74277.8366,
  "de_lowest_kcal_mol": 46.7,
  "spin_multiplicity": 5,
  "charge": 2
}

***

[3]
{
  "formula": "C8H18LuNOP",
  "method": "the ωB97M-V functional and the def2-TZVPD basis",
  "elements": ["C", "O", "C", "C", "C", "C", "P", "C", "C", "C", "N", "H", "H", "H", "H", "H", "H", "H", "H", "H", "H", "H", "H", "H", "H", "H", "H", "H", "H", "Lu"],
  "xyz": [[3.80407, 1.91214, 0.29835], [3.82616, 0.55392, 0.90498], [3.57605, -0.46328, -0.14727], [1.99470, -0.49584, -0.61394], [1.21798, -1.85096, -0.02392], [0.06354, -1.42950, 1.10801], [-1.48199, -0.90905, 0.07796], [-2.84145, -0.12929, 1.16938], [-3.94159, 0.63899, 0.22270], [-3.85966, 0.80800, -1.41441], [-5.03015, 1.20847, 0.87366], [4.57464, 2.01942, -0.58840], [4.03505, 2.72271, 1.13805], [2.72696, 2.17372, -0.10379], [3.97395, -1.50361, 0.24635], [4.22913, -0.17024, -1.10212], [1.38691, 0.46549, -0.30829], [1.98925, -0.50760, -1.80676], [1.95694, -2.67181, 0.36315], [0.59369, -2.26417, -0.95265], [-0.22524, -2.33789, 1.81058], [0.42788, -0.50613, 1.74509], [-0.99081, 0.19926, -0.75038], [-2.42571, 0.68310, 1.93428], [-3.43750, -0.91838, 1.82360], [-4.57648, 0.01095, -1.89186], [-4.30224, 1.89222, -1.64820], [-2.77425, 0.80832, -1.85226], [-4.95969, 1.04118, 1.91828], [0.46985, -0.98015, -2.43015]],
  "homo_lumo_gap_ha": 0.1358,
  "total_energy_ev": -54992.8913,
  "charge": 3
}

***

[4]
{
  "formula": "C8H18N2",
  "method": "the ωB97M-V functional and the def2-TZVPD basis",
  "elements": ["C", "C", "C", "C", "C", "C", "C", "C", "N", "N", "H", "H", "H", "H", "H", "H", "H", "H", "H", "H", "H", "H", "H", "H", "H", "H", "H", "H"],
  "xyz": [[1.13101, 0.10500, -0.51046], [-0.42707, -0.00244, 0.87202], [-1.38798, -0.78585, 0.14314], [0.28455, 0.11269, -1.76651], [-0.56048, -1.12598, -1.82659], [1.93972, 1.33280, -0.18981], [0.21362, -0.69496, 2.05753], [-0.81280, 1.43352, 1.17947], [1.84813, -1.06615, -0.40785], [-2.66097, -0.24843, -0.12520], [-1.44631, -1.83793, 0.39535], [2.43281, -1.16041, 0.41252], [1.25023, -1.87652, -0.60476], [-3.19357, -0.81242, -0.77481], [-2.65520, 0.70614, -0.45749], [0.99714, 0.20396, -2.60007], [-0.33082, 1.01496, -1.76738], [-0.02500, -2.01298, -2.16381], [-1.45568, -1.02096, -2.43580], [1.35294, 2.23628, -0.33583], [2.29559, 1.29998, 0.84121], [2.81582, 1.38903, -0.83976], [1.14921, -0.20903, 2.33958], [0.43401, -1.74218, 1.84193], [-0.44492, -0.66302, 2.93131], [-1.69601, 1.47286, 1.82619], [-1.04633, 2.00032, 0.27514], [-0.00164, 1.95169, 1.69075]],
  "homo_lumo_gap_ha": 0.2964,
  "total_energy_ev": -11565.6686,
  "de_lowest_kcal_mol": 63.0
}